19
Properties=species:S:1:pos:R:3:nbo_charge:R:1 method="wB97M-V/def2-TZVPD" lumo_ev=1.03 total_charge=0 de_lowest_ev=5.869 largest_force_ev_per_a=1.751
C -1.5785 -0.3502 -0.9425 -0.053
C -0.8228 0.9479 -1.3417 -0.412
C 0.3793 0.8201 -0.3883 -0.115
C 1.7717 0.6583 0.3416 -0.372
C 0.8460 -0.2649 1.2208 -0.088
C 0.0929 -1.5044 0.6487 -0.073
H -2.3181 -0.1315 -0.1409 0.185
H -2.1446 -0.7563 -1.7776 0.192
H -0.4528 0.8264 -2.3415 0.202
H -1.4612 1.8171 -1.2928 0.212
H 0.6468 -0.1348 -0.8782 0.208
H 2.0880 1.5305 0.9556 0.191
H 2.6411 0.2556 -0.2212 0.201
H 1.1700 -0.4723 2.2554 0.202
H 0.7492 -2.3433 0.4865 0.188
H -0.5684 -1.8251 1.4544 0.184
H -0.0312 1.6361 1.4578 0.349
N -0.2490 0.7530 1.0049 -0.645
O -0.7584 -1.4623 -0.5010 -0.555